{
  "formula": "C54H125N5O11",
  "method": "the ωB97M-V functional and the def2-TZVPD basis",
  "orbital_gap_ev": 7.9,
  "largest_force_ev_per_a": 5.029,
  "smiles": "CC1(C)CCCC(C)(C)N1O.CC1(C)CCCC(C)(C)N1O.CC1(C)CCCC(C)(C)N1O.CC1(C)CCCC(C)(C)N1O.CC1(C)CCCC(C)(C)N1O.CC(C)O.CC(C)O.CC(C)O.O.O.O",
  "symbols": ["O", "H", "H", "O", "H", "H", "O", "H", "H", "C", "C", "C", "C", "C", "C", "N", "O", "C", "C", "C", "H", "H", "H", "H", "H", "H", "H", "H", "H", "H", "H", "H", "H", "H", "H", "H", "H", "H", "H", "C", "C", "C", "C", "C", "C", "N", "O", "C", "C", "C", "H", "H", "H", "H", "H", "H", "H", "H", "H", "H", "H", "H", "H", "H", "H", "H", "H", "H", "H", "C", "C", "C", "C", "C", "C", "N", "O", "C", "C", "C", "H", "H", "H", "H", "H", "H", "H", "H", "H", "H", "H", "H", "H", "H", "H", "H", "H", "H", "H", "C", "C", "C", "C", "C", "C", "N", "O", "C", "C", "C", "H", "H", "H", "H", "H", "H", "H", "H", "H", "H", "H", "H", "H", "H", "H", "H", "H", "H", "H", "C", "C", "C", "C", "C", "C", "N", "O", "C", "C", "C", "H", "H", "H", "H", "H", "H", "H", "H", "H", "H", "H", "H", "H", "H", "H", "H", "H", "H", "H", "C", "C", "C", "O", "H", "H", "H", "H", "H", "H", "H", "H", "C", "C", "C", "O", "H", "H", "H", "H", "H", "H", "H", "H", "C", "C", "C", "O", "H", "H", "H", "H", "H", "H", "H", "H"],
  "xyz": [[-0.59, -1.98, 5.06], [0.02, -2.02, 5.80], [-0.06, -1.65, 4.33], [4.61, 1.45, 3.13], [3.77, 1.76, 3.45], [5.21, 1.54, 3.87], [-3.78, -2.54, 3.17], [-3.07, -2.33, 3.78], [-4.17, -1.69, 2.97], [-7.77, 1.91, 0.26], [-6.52, 2.86, 0.59], [-6.85, 4.30, 0.02], [-5.94, 5.46, 0.50], [-6.02, 5.43, 2.10], [-5.75, 4.11, 2.78], [-6.35, 3.03, 2.06], [-6.33, 1.79, 2.77], [-4.24, 3.87, 2.80], [-6.38, 4.12, 4.21], [-5.21, 2.23, 0.03], [-8.69, 2.48, 0.10], [-8.00, 1.03, 0.86], [-7.64, 1.42, -0.70], [-6.62, 4.37, -1.04], [-7.86, 4.67, 0.20], [-6.25, 6.40, 0.04], [-4.91, 5.34, 0.16], [-7.07, 5.74, 2.16], [-5.55, 6.29, 2.57], [-3.93, 2.85, 3.01], [-3.80, 4.12, 1.83], [-3.81, 4.50, 3.58], [-7.46, 4.29, 4.17], [-6.28, 3.15, 4.69], [-5.86, 4.79, 4.89], [-4.48, 3.00, -0.23], [-5.34, 1.79, -0.97], [-4.72, 1.56, 0.74], [-7.24, 1.72, 3.07], [-6.49, 0.98, -5.36], [-5.90, -0.45, -5.35], [-4.33, -0.42, -5.08], [-3.60, -1.54, -4.48], [-4.41, -2.04, -3.31], [-5.92, -2.31, -3.57], [-6.52, -1.09, -4.15], [-7.93, -1.16, -4.26], [-5.96, -3.68, -4.37], [-6.47, -2.40, -2.13], [-6.37, -1.11, -6.66], [-6.26, 1.42, -4.39], [-7.52, 1.26, -5.60], [-5.92, 1.55, -6.08], [-3.94, -0.16, -6.06], [-4.06, 0.42, -4.45], [-2.61, -1.23, -4.14], [-3.24, -2.22, -5.25], [-4.25, -1.25, -2.58], [-3.88, -2.94, -2.97], [-5.58, -3.79, -5.38], [-5.46, -4.33, -3.65], [-7.02, -3.91, -4.42], [-6.30, -1.57, -1.45], [-7.51, -2.72, -2.14], [-6.12, -3.30, -1.62], [-7.40, -1.47, -6.63], [-5.92, -2.09, -6.80], [-6.14, -0.58, -7.59], [-8.07, -1.86, -4.89], [1.57, 4.46, -4.87], [0.24, 4.94, -5.55], [-0.92, 4.43, -4.61], [-2.20, 5.21, -4.72], [-1.92, 6.75, -4.81], [-0.84, 7.24, -5.84], [0.31, 6.40, -5.62], [1.25, 6.79, -6.53], [-1.42, 7.27, -7.30], [-0.49, 8.69, -5.25], [-0.01, 4.30, -6.94], [1.61, 3.41, -4.60], [1.68, 4.83, -3.85], [2.41, 4.70, -5.52], [-1.12, 3.37, -4.71], [-0.75, 4.49, -3.53], [-2.83, 5.03, -3.85], [-2.78, 4.83, -5.55], [-1.42, 6.87, -3.85], [-2.80, 7.39, -4.89], [-1.75, 6.37, -7.82], [-2.18, 8.04, -7.25], [-0.86, 7.86, -8.02], [-0.01, 9.41, -5.92], [-1.34, 9.22, -4.82], [0.20, 8.59, -4.41], [-0.03, 3.21, -6.86], [0.64, 4.61, -7.75], [-0.92, 4.75, -7.32], [1.82, 7.22, -5.89], [2.78, -4.73, 6.16], [3.84, -5.25, 7.11], [5.12, -5.25, 6.24], [5.79, -3.88, 5.94], [5.93, -3.25, 7.39], [4.65, -3.19, 8.27], [4.06, -4.56, 8.39], [2.94, -4.77, 9.08], [5.21, -2.88, 9.69], [3.62, -2.05, 7.80], [3.73, -6.78, 7.27], [2.57, -5.30, 5.25], [1.83, -4.76, 6.68], [2.94, -3.73, 5.76], [5.85, -5.89, 6.74], [4.93, -5.73, 5.28], [6.63, -4.01, 5.26], [5.13, -3.29, 5.31], [6.35, -2.25, 7.25], [6.71, -3.84, 7.87], [5.56, -3.80, 10.16], [4.41, -2.41, 10.26], [5.91, -2.05, 9.59], [2.79, -1.99, 8.51], [3.15, -2.17, 6.83], [4.01, -1.04, 7.79], [3.57, -7.24, 6.29], [4.57, -7.24, 7.78], [2.85, -7.06, 7.84], [3.07, -5.64, 9.46], [2.54, -7.94, -2.95], [3.66, -6.99, -2.31], [3.07, -6.38, -1.05], [3.10, -7.33, 0.15], [4.64, -7.66, 0.42], [5.22, -8.39, -0.80], [4.96, -7.72, -2.08], [5.53, -8.30, -3.27], [6.78, -8.38, -0.61], [4.64, -9.88, -0.80], [3.93, -5.83, -3.37], [2.84, -8.94, -3.25], [2.04, -7.56, -3.84], [1.79, -8.16, -2.18], [3.65, -5.49, -0.80], [2.07, -6.05, -1.31], [2.49, -8.20, -0.11], [2.63, -6.81, 0.98], [4.74, -8.23, 1.34], [5.21, -6.74, 0.36], [7.15, -9.30, -1.05], [7.14, -7.51, -1.17], [7.11, -8.36, 0.43], [4.66, -10.54, 0.06], [3.57, -9.84, -1.02], [5.12, -10.44, -1.60], [4.26, -6.21, -4.34], [4.71, -5.28, -2.85], [2.97, -5.33, -3.49], [6.15, -7.60, -3.52], [-0.26, -1.42, 0.46], [1.22, -1.03, 0.67], [1.53, 0.26, -0.13], [1.69, -0.89, 2.07], [-0.55, -2.03, 1.32], [-0.61, -1.91, -0.45], [-0.86, -0.51, 0.49], [1.72, -1.92, 0.30], [2.59, 0.49, -0.12], [0.95, 1.15, 0.14], [1.37, -0.03, -1.17], [2.55, -0.46, 2.04], [0.38, 6.25, 3.89], [0.96, 5.29, 2.79], [1.07, 6.05, 1.46], [2.19, 4.79, 3.12], [0.18, 5.67, 4.79], [-0.55, 6.71, 3.57], [1.08, 7.02, 4.22], [0.47, 4.32, 2.74], [1.46, 5.37, 0.70], [1.83, 6.83, 1.53], [0.19, 6.44, 0.95], [2.25, 5.04, 4.04], [7.38, 3.68, -0.48], [7.54, 4.96, 0.37], [6.59, 6.04, 0.09], [7.58, 4.68, 1.75], [7.11, 4.08, -1.46], [6.58, 3.02, -0.14], [8.26, 3.06, -0.60], [8.56, 5.30, 0.23], [5.78, 6.01, 0.82], [6.04, 5.93, -0.85], [7.01, 7.03, 0.21], [6.74, 4.25, 1.93]],
  "mulliken_charge": [-0.620, 0.291, 0.328, -0.598, 0.311, 0.295, -0.632, 0.317, 0.301, -1.518, 1.688, -1.282, -0.782, -1.349, 1.734, 0.421, -0.470, -1.823, -1.925, -1.691, 0.376, 0.374, 0.244, 0.374, 0.416, 0.427, 0.306, 0.360, 0.505, 0.304, 0.296, 0.439, 0.420, 0.453, 0.373, 0.311, 0.358, 0.328, 0.329, -1.833, 1.524, -1.274, -0.829, -1.310, 1.406, 0.415, -0.445, -1.560, -1.731, -1.500, 0.312, 0.345, 0.420, 0.424, 0.400, 0.418, 0.405, 0.284, 0.477, 0.233, 0.434, 0.436, 0.232, 0.428, 0.431, 0.347, 0.384, 0.414, 0.318, -1.902, 1.549, -1.265, -0.813, -1.177, 1.364, 0.203, -0.493, -1.460, -1.839, -1.608, 0.389, 0.425, 0.400, 0.440, 0.347, 0.414, 0.327, 0.429, 0.518, 0.305, 0.438, 0.376, 0.395, 0.376, 0.430, 0.416, 0.334, 0.286, 0.394, -1.753, 1.848, -1.658, -0.696, -1.383, 1.571, 0.236, -0.488, -1.833, -1.465, -2.025, 0.383, 0.381, 0.201, 0.453, 0.495, 0.438, 0.283, 0.542, 0.410, 0.446, 0.405, 0.381, 0.402, 0.229, 0.412, 0.370, 0.452, 0.573, 0.393, -1.632, 1.411, -1.411, -0.714, -1.378, 1.502, 0.461, -0.454, -1.716, -1.597, -1.936, 0.330, 0.387, 0.364, 0.413, 0.398, 0.351, 0.399, 0.474, 0.455, 0.358, 0.384, 0.360, 0.372, 0.353, 0.392, 0.407, 0.484, 0.440, 0.341, -1.281, 0.645, -1.285, -0.471, 0.353, 0.389, 0.241, 0.072, 0.446, 0.309, 0.345, 0.247, -1.410, 0.550, -1.323, -0.512, 0.419, 0.346, 0.430, 0.197, 0.338, 0.289, 0.380, 0.291, -1.079, 0.347, -0.992, -0.536, 0.322, 0.248, 0.300, 0.247, 0.223, 0.322, 0.277, 0.322]
}

***

{
  "formula": "C54H136N6O21",
  "method": "the ωB97M-V functional and the def2-TZVPD basis",
  "orbital_gap_ev": 9.1,
  "largest_force_ev_per_a": 2.151,
  "smiles": "COC[C@H](C)N.COC[C@H](C)N.COC[C@H](C)N.COC[C@H](C)N.COC[C@H](C)N.COC[C@H](C)N.COCCOCCOC.COCCOCCOC.COCCOCCOC.COCCOCCOC.COCCOCCOC",
  "symbols": ["C", "O", "C", "C", "O", "C", "C", "O", "C", "H", "H", "H", "H", "H", "H", "H", "H", "H", "H", "H", "H", "H", "H", "C", "O", "C", "C", "O", "C", "C", "O", "C", "H", "H", "H", "H", "H", "H", "H", "H", "H", "H", "H", "H", "H", "H", "C", "O", "C", "C", "O", "C", "C", "O", "C", "H", "H", "H", "H", "H", "H", "H", "H", "H", "H", "H", "H", "H", "H", "C", "O", "C", "C", "O", "C", "C", "O", "C", "H", "H", "H", "H", "H", "H", "H", "H", "H", "H", "H", "H", "H", "H", "C", "O", "C", "C", "O", "C", "C", "O", "C", "H", "H", "H", "H", "H", "H", "H", "H", "H", "H", "H", "H", "H", "H", "C", "C", "C", "O", "C", "N", "H", "H", "H", "H", "H", "H", "H", "H", "H", "H", "H", "C", "C", "C", "O", "C", "N", "H", "H", "H", "H", "H", "H", "H", "H", "H", "H", "H", "C", "C", "C", "O", "C", "N", "H", "H", "H", "H", "H", "H", "H", "H", "H", "H", "H", "C", "C", "C", "O", "C", "N", "H", "H", "H", "H", "H", "H", "H", "H", "H", "H", "H", "C", "C", "C", "O", "C", "N", "H", "H", "H", "H", "H", "H", "H", "H", "H", "H", "H", "C", "C", "C", "O", "C", "N", "H", "H", "H", "H", "H", "H", "H", "H", "H", "H", "H"],
  "xyz": [[-4.93, 1.06, -3.46], [-4.71, 2.23, -4.19], [-5.59, 3.31, -3.86], [-5.18, 3.94, -2.54], [-3.86, 4.35, -2.50], [-3.10, 4.06, -1.34], [-3.75, 4.51, -0.02], [-4.07, 5.87, -0.07], [-3.49, 6.67, 0.92], [-5.01, 1.20, -2.38], [-4.07, 0.40, -3.62], [-5.86, 0.55, -3.74], [-6.61, 2.94, -3.82], [-5.45, 4.01, -4.69], [-5.44, 3.20, -1.76], [-5.89, 4.76, -2.36], [-2.14, 4.54, -1.50], [-2.99, 2.96, -1.29], [-2.95, 4.33, 0.70], [-4.56, 3.82, 0.23], [-3.46, 6.15, 1.88], [-4.00, 7.61, 1.13], [-2.47, 6.96, 0.65], [-2.01, -4.04, -4.02], [-1.58, -3.77, -2.72], [-0.38, -4.40, -2.30], [-0.53, -5.89, -2.17], [-0.61, -6.57, -3.41], [0.28, -7.65, -3.59], [0.13, -8.14, -5.02], [-0.82, -9.19, -5.07], [-1.02, -9.69, -6.36], [-2.62, -3.21, -4.36], [-2.57, -4.97, -4.14], [-1.18, -4.15, -4.74], [-0.15, -3.98, -1.32], [0.40, -4.14, -3.03], [-1.43, -6.18, -1.61], [0.29, -6.31, -1.57], [0.06, -8.42, -2.85], [1.32, -7.35, -3.40], [1.11, -8.51, -5.34], [-0.22, -7.33, -5.68], [-1.73, -10.51, -6.26], [-0.15, -10.07, -6.91], [-1.58, -8.98, -6.98], [-0.08, 9.89, 2.65], [0.28, 8.98, 3.67], [-0.61, 9.00, 4.79], [-0.35, 7.77, 5.64], [-1.07, 6.62, 5.21], [-0.86, 6.25, 3.86], [-1.70, 5.02, 3.62], [-1.50, 4.57, 2.30], [-0.55, 3.52, 2.13], [-0.74, 9.35, 1.95], [0.80, 10.11, 2.05], [-0.56, 10.80, 3.00], [-1.63, 8.99, 4.39], [-0.39, 9.92, 5.33], [-0.53, 8.00, 6.68], [0.71, 7.52, 5.50], [0.19, 5.93, 3.78], [-1.05, 7.01, 3.10], [-2.78, 5.14, 3.80], [-1.58, 4.27, 4.41], [0.45, 3.93, 2.27], [-0.64, 3.30, 1.07], [-0.78, 2.66, 2.76], [-2.62, -5.57, 1.12], [-2.20, -4.30, 1.59], [-2.29, -4.12, 2.97], [-3.72, -3.76, 3.42], [-3.76, -3.09, 4.65], [-3.35, -1.75, 4.64], [-4.48, -0.82, 4.19], [-4.12, 0.52, 4.17], [-3.31, 0.93, 3.09], [-3.27, -5.35, 0.26], [-3.31, -6.15, 1.74], [-1.83, -6.21, 0.75], [-1.53, -3.42, 3.32], [-1.96, -5.00, 3.56], [-4.33, -4.65, 3.51], [-4.11, -3.16, 2.58], [-2.43, -1.58, 4.06], [-3.02, -1.49, 5.65], [-5.30, -0.97, 4.90], [-4.83, -1.19, 3.22], [-3.71, 0.61, 2.12], [-2.26, 0.60, 3.09], [-3.31, 2.02, 3.15], [11.82, 0.42, 0.94], [10.51, 0.90, 1.14], [9.94, 1.31, -0.09], [8.68, 2.10, 0.22], [7.70, 1.42, 0.99], [7.29, 0.14, 0.54], [5.98, 0.22, -0.23], [4.78, 0.32, 0.49], [4.77, 1.40, 1.42], [12.24, 0.12, 1.90], [12.49, 1.14, 0.47], [11.85, -0.53, 0.38], [9.73, 0.45, -0.74], [10.63, 1.98, -0.61], [8.18, 2.33, -0.73], [8.93, 3.03, 0.71], [7.20, -0.51, 1.41], [8.04, -0.34, -0.09], [5.90, -0.71, -0.81], [6.03, 0.96, -1.05], [3.74, 1.50, 1.79], [4.94, 2.33, 0.88], [5.37, 1.16, 2.30], [2.37, 5.32, 5.96], [3.38, 4.20, 6.14], [3.15, 3.13, 5.09], [1.87, 2.55, 5.40], [1.50, 1.63, 4.41], [4.74, 4.77, 6.11], [2.48, 6.15, 6.66], [1.31, 5.07, 6.04], [2.51, 5.77, 4.98], [3.30, 3.77, 7.14], [3.89, 2.33, 5.15], [3.06, 3.49, 4.05], [0.55, 1.11, 4.49], [2.23, 0.80, 4.38], [1.56, 2.09, 3.41], [5.37, 4.22, 6.68], [5.11, 4.72, 5.16], [-9.12, -0.24, -3.47], [-8.94, -1.53, -2.66], [-8.53, -1.35, -1.22], [-7.31, -0.64, -1.19], [-6.85, -0.31, 0.11], [-10.07, -2.45, -2.86], [-9.55, -0.53, -4.42], [-8.17, 0.24, -3.70], [-9.78, 0.43, -2.91], [-8.10, -2.04, -3.16], [-8.47, -2.29, -0.65], [-9.28, -0.73, -0.70], [-5.83, 0.04, -0.06], [-6.75, -1.23, 0.69], [-7.47, 0.45, 0.60], [-10.85, -2.29, -2.22], [-9.71, -3.37, -2.66], [5.76, -2.59, 3.02], [4.31, -2.30, 2.64], [3.61, -3.60, 2.26], [2.25, -3.38, 1.98], [1.52, -4.52, 1.64], [3.69, -1.60, 3.78], [6.14, -1.72, 3.54], [6.32, -2.89, 2.13], [5.89, -3.46, 3.67], [4.24, -1.71, 1.73], [3.71, -4.30, 3.11], [4.09, -4.18, 1.47], [0.45, -4.31, 1.61], [1.56, -5.29, 2.43], [1.77, -4.98, 0.68], [3.52, -2.25, 4.54], [2.74, -1.35, 3.49], [4.53, -3.85, -0.96], [4.43, -3.56, -2.46], [4.86, -4.71, -3.36], [6.28, -4.65, -3.48], [6.79, -5.44, -4.53], [3.11, -3.05, -2.79], [4.12, -2.96, -0.47], [5.60, -3.79, -0.74], [4.10, -4.79, -0.66], [5.20, -2.81, -2.69], [4.42, -4.67, -4.36], [4.63, -5.67, -2.87], [6.08, -6.20, -4.85], [7.72, -5.91, -4.20], [7.11, -4.82, -5.37], [2.92, -2.75, -3.74], [2.89, -2.21, -2.26], [1.29, 0.00, -0.01], [0.12, -0.36, 0.87], [-0.84, -1.31, 0.16], [-1.53, -0.53, -0.82], [-2.91, -0.67, -0.80], [0.71, -0.80, 2.15], [1.95, -0.86, -0.19], [1.91, 0.74, 0.51], [1.06, 0.49, -0.96], [-0.36, 0.58, 1.18], [-1.60, -1.83, 0.74], [-0.18, -1.96, -0.42], [-3.46, -0.07, -1.53], [-3.29, -0.32, 0.17], [-3.24, -1.70, -0.99], [0.00, -1.16, 2.79], [1.28, -1.63, 1.95], [-0.76, 2.08, -7.40], [-1.79, 2.32, -6.25], [-1.19, 3.04, -5.05], [-0.15, 2.28, -4.44], [-0.57, 1.10, -3.76], [-2.98, 3.02, -6.75], [0.18, 1.76, -6.96], [-0.65, 3.00, -7.96], [-1.22, 1.32, -8.03], [-2.06, 1.30, -5.96], [-1.96, 3.15, -4.28], [-0.74, 4.00, -5.30], [0.32, 0.71, -3.29], [-1.07, 0.41, -4.45], [-1.31, 1.38, -3.00], [-3.61, 2.36, -7.18], [-3.40, 3.39, -5.91]],
  "mulliken_charge": [-0.437, -0.212, -0.858, -0.105, -0.356, -0.368, 1.084, -0.439, -0.533, -0.062, 0.307, 0.179, 0.305, 0.315, 0.119, 0.319, 0.383, 0.089, -0.725, 0.214, 0.084, 0.374, 0.295, -0.875, -0.099, 0.593, -0.554, -0.332, -0.412, -0.558, -0.317, -0.780, 0.222, 0.275, 0.341, -0.615, 0.274, 0.209, 0.422, 0.344, 0.284, 0.358, 0.320, 0.271, 0.301, 0.320, -0.612, -0.326, -0.615, -0.338, -0.424, 0.626, -0.972, -0.148, -0.544, 0.151, 0.249, 0.323, 0.374, 0.473, 0.383, 0.120, -0.146, -0.116, 0.469, 0.333, 0.296, 0.185, 0.186, -0.866, 0.047, -0.672, -0.255, -0.441, 0.567, -0.143, -0.449, 0.323, 0.311, 0.380, 0.199, 0.203, 0.471, 0.334, 0.121, -0.627, 0.333, 0.271, 0.002, -0.204, -0.100, 0.158, -0.803, -0.272, -0.503, -0.538, -0.289, -0.260, -0.197, -0.011, -0.510, 0.254, 0.313, 0.318, 0.325, 0.488, 0.314, 0.317, 0.067, 0.247, -0.186, 0.405, -0.265, 0.529, 0.338, -1.588, 0.293, -0.715, -0.481, 0.011, -0.726, 0.409, 0.477, 0.255, 0.469, 0.368, 0.334, 0.255, 0.255, -0.246, 0.294, 0.258, -0.874, 0.407, -0.822, 0.017, -0.597, -0.673, 0.400, -0.106, 0.316, 0.236, 0.318, 0.333, -0.144, 0.372, 0.355, 0.246, 0.280, -1.861, 1.933, -1.511, -0.142, -0.452, -0.513, 0.423, 0.304, 0.459, -0.735, 0.498, 0.526, -0.166, 0.327, 0.127, 0.328, 0.099, -0.910, 0.618, -0.779, -0.352, -0.793, -0.274, -0.236, 0.263, 0.520, 0.080, 0.461, 0.311, 0.363, 0.241, 0.246, 0.306, -0.034, -1.114, 0.867, 0.171, 0.316, 1.279, 0.793, -0.042, 0.148, 0.149, -0.644, 0.390, -0.698, -1.144, -0.315, 0.308, 0.078, -0.176, -1.550, 0.817, -0.132, -0.434, -0.154, -0.768, 0.296, 0.368, 0.390, 0.135, -0.141, 0.368, 0.096, 0.237, 0.017, 0.339, 0.146]
}

***

In order of appearance, energy above the lowest of the compared OMol25 structures with the same formula, charge and spin = 129.10, 0.00 kcal per mole.